Computed, not measured: an isolated molecule of C8H12OS at a distorted geometry, with ωB97M-V with the def2-TZVPD basis set.

Output
- SMILES = C=C1O[C@H]2CCCC[C@H]2S1
- ΔE to the lowest compared entry with this formula, charge and spin (kcal per mole) = 29.9
- highest occupied orbital energy (eV) = -8.46

Geometry (Å):
C -3.103 1.194 0.897
C -2.191 0.648 0.178
O -1.120 1.247 -0.330
C -0.211 0.401 -1.000
C 1.248 0.791 -1.033
C 1.951 0.559 0.288
C 1.770 -0.966 0.536
C 0.337 -1.288 0.749
C -0.441 -1.046 -0.521
S -2.224 -1.235 -0.293
H -3.923 0.521 1.267
H -2.937 2.214 1.233
H -0.563 0.477 -2.143
H 1.140 1.776 -1.336
H 1.754 0.324 -1.875
H 1.192 0.959 1.008
H 3.009 0.904 0.321
H 1.917 -1.500 -0.383
H 2.510 -1.185 1.379
H 0.291 -2.404 0.860
H -0.259 -0.673 1.511
H -0.144 -1.719 -1.312

Computed, not measured: C8H14BrN2 as an isolated structure at a distorted geometry, with ωB97M-V with the def2-TZVPD basis set.

Output
- ΔE to the lowest compared entry with this formula, charge and spin (kcal per mole) = 0.0
- highest occupied orbital energy (eV) = -4.01
- total charge = -1

Geometry (Å):
Br 2.275 -1.329 0.077
C -0.163 2.447 0.000
C 1.118 2.072 0.770
C 1.148 0.637 1.325
C 0.345 0.295 2.514
N -0.254 -0.031 3.436
H -0.364 1.880 -0.909
H -0.220 3.509 -0.241
H -1.013 2.321 0.670
H 1.328 2.800 1.554
H 1.853 2.120 -0.032
H 2.192 0.543 1.622
H 0.978 -0.072 0.515
C -1.708 -1.841 0.104
C -0.666 -2.205 -0.912
C 0.198 -1.062 -1.521
C -0.567 -0.024 -2.237
N -1.125 0.818 -2.811
H -2.564 -1.340 -0.348
H -1.214 -1.137 0.774
H -2.005 -2.713 0.688
H -1.179 -2.756 -1.701
H -0.035 -2.941 -0.414
H 0.939 -1.436 -2.227
H 0.705 -0.556 -0.698

> highest occupied orbital energy of number 2 (C8H14BrN2)?

-4.01 eV

> Number 2 is which compound?

C8H14BrN2